# 1
Formula: C5H8O
Source: the OMol25 dataset
Level of theory: ωB97M-V/def2-TZVPD

Net charge: 0
Orbital gap, eV: 10.622

Each line ends with the natural charge from an NBO analysis.
CARTESIAN COORDINATES (ANGSTROEM)
O  -0.412  -0.845  -1.366  -0.49
C  -0.508  -0.127  -0.141  0.22
C  1.627  -0.124  -0.182  -0.41
C  -1.737  0.571  0.343  -0.63
C  0.496  0.243  -1.144  0.03
C  0.568  -0.775  0.746  -0.42
H  0.597  -0.480  1.797  0.21
H  -2.290  1.040  -0.476  0.23
H  1.968  0.813  0.275  0.21
H  -1.420  1.357  1.040  0.22
H  0.519  -1.863  0.657  0.22
H  -2.402  -0.109  0.888  0.22
H  2.494  -0.701  -0.515  0.20
H  0.501  1.000  -1.922  0.19


# 2
Formula: C5H8O
Source: the OMol25 dataset
Level of theory: ωB97M-V/def2-TZVPD

Net charge: 0
Orbital gap, eV: 8.915

Each line ends with the natural charge from an NBO analysis.
CARTESIAN COORDINATES (ANGSTROEM)
O  -1.999  1.266  -0.058  -0.66
C  0.152  0.602  -0.015  -0.32
C  -1.138  0.176  -0.063  0.31
C  2.980  0.541  0.000  -0.42
C  1.621  0.078  0.090  -0.16
C  -1.776  -1.177  0.006  -0.69
H  3.211  1.544  -0.375  0.20
H  0.305  1.708  -0.125  0.21
H  -2.826  0.823  -0.281  0.46
H  -2.538  -1.071  0.903  0.23
H  3.602  -0.279  0.184  0.20
H  -2.360  -1.415  -0.926  0.23
H  1.699  -0.872  0.423  0.16
H  -0.931  -1.921  0.237  0.25